A structure of composition C2H10NO. Source: the Open Molecules 2025 dataset; level of theory: wB97M-V/def2-TZVPD.

The geometry in XYZ format:
```
14
Properties=species:S:1:pos:R:3:lowdin_charge:R:1
H 2.142 1.346 -0.748 0.13
H 1.084 2.295 -1.552 0.13
H 0.438 -1.596 -0.715 0.10
H -0.520 -2.852 0.425 0.14
C -1.075 -0.648 0.333 -0.14
H -0.156 0.587 1.593 0.17
H 0.505 1.266 0.025 0.02
H -1.548 -0.305 -0.615 0.12
H -1.921 -0.432 1.231 0.20
O -0.304 0.725 0.595 -0.10
C -0.077 -1.787 0.290 -0.07
N 1.155 1.360 -1.083 0.12
H 0.521 -1.657 1.143 0.05
H 0.720 0.637 -1.710 0.12
```

Calculated values
* HOMO level: -0.593 Ha
* net charge: +1
* relative energy (zero: lowest compared OMol25 entry of this formula, charge and spin): 2.4686 eV
* 2S+1: 1
* orbital gap: 12.629 eV


A cluster of 2 separate species, C2H10NO in total. Source: the Open Molecules 2025 dataset; level of theory: wB97M-V/def2-TZVPD.

The geometry in XYZ format:
```
14
Properties=species:S:1:pos:R:3:lowdin_charge:R:1
H 0.190 2.009 -0.129 0.07
H 1.477 0.817 -2.285 0.09
H 0.479 2.608 -1.735 0.08
H 0.190 -0.980 -0.172 0.13
C -1.423 -1.102 1.181 0.00
H -1.634 -1.701 2.050 0.10
H 0.599 -1.664 1.206 0.17
C 0.942 2.095 -0.911 -0.11
H -0.376 -2.551 0.147 0.17
H 1.838 2.595 -0.552 0.09
H -1.236 -0.089 1.523 0.10
N -0.171 -1.634 0.534 0.16
O 1.354 0.759 -1.324 -0.16
H -2.230 -1.161 0.468 0.10
```

Calculated values
* HOMO level: -0.528 Ha
* net charge: +1
* relative energy (zero: lowest compared OMol25 entry of this formula, charge and spin): 0.9672 eV
* 2S+1: 1
* orbital gap: 10.666 eV


A structure of composition C2H10NO. Source: the Open Molecules 2025 dataset; level of theory: wB97M-V/def2-TZVPD.

The geometry in XYZ format:
```
14
Properties=species:S:1:pos:R:3:lowdin_charge:R:1
H -2.432 2.252 -0.462 0.13
H 1.930 -2.296 0.814 0.11
N -2.095 1.333 -0.715 0.22
O 0.125 0.532 -0.039 -0.08
H 2.515 -0.582 1.036 0.09
H 0.181 -1.596 -0.480 0.12
H -0.876 1.215 -0.424 0.11
H 0.475 0.888 0.856 0.18
H 1.458 -0.543 -1.161 0.14
H -2.625 0.593 -0.360 0.10
H 1.084 -0.951 1.888 0.08
C 1.600 -1.231 0.973 -0.07
C 0.821 -0.720 -0.260 -0.24
H -2.160 1.107 -1.666 0.10
```

Calculated values
* HOMO level: -0.570 Ha
* net charge: +1
* relative energy (zero: lowest compared OMol25 entry of this formula, charge and spin): 1.4479 eV
* 2S+1: 1
* orbital gap: 12.000 eV


A cluster of 2 separate species, C2H10NO in total. Source: the Open Molecules 2025 dataset; level of theory: wB97M-V/def2-TZVPD.

The geometry in XYZ format:
```
14
Properties=species:S:1:pos:R:3:lowdin_charge:R:1
H 2.096 1.475 1.688 0.10
H -1.181 -0.299 -2.252 0.11
O -0.645 0.740 0.293 0.01
H -0.444 -1.415 0.570 0.13
H -2.050 -0.804 -0.080 0.13
H 2.518 0.502 0.538 0.10
N 1.733 0.673 1.170 0.12
H 0.350 0.639 0.807 0.08
H 1.698 -0.088 1.842 0.09
C -0.964 -0.718 -0.107 -0.15
C -0.518 -0.863 -1.538 -0.09
H -0.846 1.112 -0.591 0.15
H -0.641 -1.897 -1.909 0.11
H 0.521 -0.539 -1.726 0.09
```

Calculated values
* HOMO level: -0.614 Ha
* net charge: +1
* relative energy (zero: lowest compared OMol25 entry of this formula, charge and spin): 1.2996 eV
* 2S+1: 1
* orbital gap: 13.355 eV


A cluster of 2 separate species, C2H10NO in total. Source: the Open Molecules 2025 dataset; level of theory: wB97M-V/def2-TZVPD.

The geometry in XYZ format:
```
14
Properties=species:S:1:pos:R:3:mulliken_spin:R:1
H -0.156 0.566 -0.906 0.01
C 0.024 -1.573 1.042 0.20
N 0.743 0.339 -0.368 0.01
H 1.018 0.034 1.887 0.17
H -1.003 -1.674 1.538 0.15
H 1.255 -0.411 -0.842 0.00
O -1.294 1.444 -1.758 0.04
H -0.092 -2.040 0.065 0.00
H 0.660 -2.132 1.763 0.11
H -0.428 0.587 1.369 0.14
H 1.358 1.167 -0.405 0.01
C 0.349 -0.127 0.972 0.18
H -0.994 1.427 -2.676 0.00
H -1.439 2.394 -1.682 0.00
```

Calculated values
* HOMO level (spin up / spin down): -0.778 / -0.768 Ha
* net charge: +2
* relative energy (zero: lowest compared OMol25 entry of this formula, charge and spin): 1.3963 eV
* 2S+1: 2
* orbital gap (spin up / spin down): 13.153 / 4.554 eV


A cluster of 3 separate species, C2H10NO3 in total. Source: the Open Molecules 2025 dataset; level of theory: wB97M-V/def2-TZVPD.

The geometry in XYZ format:
```
16
Properties=species:S:1:pos:R:3:lowdin_charge:R:1
H -1.490 -0.530 1.624 0.10
H -2.781 1.781 1.504 0.08
H -1.356 1.378 2.741 0.08
O 0.226 0.381 0.553 -0.37
O 1.415 -2.853 -5.751 -0.02
H -1.768 0.166 -0.251 0.10
C -1.100 0.334 0.812 -0.54
H 2.199 -1.402 1.902 -0.01
H 0.785 -2.629 -5.145 -0.02
H 0.141 2.338 1.283 -0.01
H 0.816 -0.859 1.667 0.00
H 1.959 -3.429 -5.195 0.05
C -1.640 1.622 1.663 -0.24
N -0.703 2.885 1.165 -0.07
O 1.331 -1.484 2.290 -0.15
H -0.915 2.900 0.126 0.04
```

Calculated values
* HOMO level: -0.132 Ha
* net charge: -1
* relative energy (zero: lowest compared OMol25 entry of this formula, charge and spin): 2.1199 eV
* 2S+1: 1
* orbital gap: 6.600 eV


A cluster of 3 separate species, C2H10NO3 in total. Source: the Open Molecules 2025 dataset; level of theory: wB97M-V/def2-TZVPD.

The geometry in XYZ format:
```
16
Properties=species:S:1:pos:R:3:lowdin_charge:R:1
O 0.529 1.028 2.156 -0.11
O -2.984 -0.950 1.037 -0.13
H -2.083 -1.079 0.631 -0.02
H 1.030 -0.584 -2.302 0.08
H 2.071 0.515 0.169 0.02
H -2.837 -0.835 1.972 -0.01
H 0.291 1.601 1.410 0.01
H -0.761 1.060 -0.511 0.08
C 0.964 0.146 -1.488 -0.29
H 1.932 -0.994 -0.197 0.05
H 1.042 1.153 -1.914 0.08
C -0.438 0.023 -0.767 -0.46
O -0.441 -0.794 0.317 -0.35
H -1.072 -0.349 -1.605 0.09
N 2.139 -0.097 -0.633 -0.04
H 0.620 0.155 1.725 0.00
```

Calculated values
* HOMO level: -0.135 Ha
* net charge: -1
* relative energy (zero: lowest compared OMol25 entry of this formula, charge and spin): 0.4065 eV
* 2S+1: 1
* orbital gap: 8.000 eV


A cluster of 3 separate species, C2H10NO3 in total. Source: the Open Molecules 2025 dataset; level of theory: wB97M-V/def2-TZVPD.

The geometry in XYZ format:
```
16
Properties=species:S:1:pos:R:3:lowdin_charge:R:1
H -2.282 1.608 2.064 0.07
H 1.003 -0.147 -0.089 0.11
H -1.085 1.528 2.997 0.07
H -1.225 -1.635 -2.701 0.14
C -0.725 -0.869 -2.094 -0.21
O -0.227 0.113 -2.554 0.10
H 3.076 0.769 0.994 0.07
O -1.345 1.365 2.082 -0.04
N -0.017 0.006 0.036 0.16
H -0.325 -2.059 -0.362 0.14
O 2.741 0.252 0.254 -0.03
C -0.770 -1.096 -0.601 -0.09
H 3.405 0.322 -0.442 0.08
H -1.797 -1.112 -0.263 0.14
H -0.169 0.043 1.042 0.13
H -0.257 0.912 -0.363 0.16
```

Calculated values
* HOMO level: -0.538 Ha
* net charge: +1
* relative energy (zero: lowest compared OMol25 entry of this formula, charge and spin): 0.1484 eV
* 2S+1: 1
* orbital gap: 11.531 eV